The following is a DFT calculation (ωB97M-V/def2-TZVPD) of a molecular structure, C8H13N3 in a non-equilibrium geometry.

XYZ file:
```
24
Properties=species:S:1:pos:R:3:forces:R:3
N 1.97388 10.79085 -2.97111 0.63 -0.55 0.66
N -3.18634 -12.67933 2.85871 0.31 -3.55 2.70
N 4.61922 10.49401 -5.80495 -1.68 1.26 0.75
C -3.05138 -12.03083 3.94969 1.58 -3.55 4.72
C -2.70730 -13.02565 5.53745 -1.38 3.80 -6.24
C -3.18915 -10.60677 4.08314 1.48 2.60 -0.22
C -2.42331 -13.67398 6.48667 0.26 -2.17 2.28
C 3.01907 10.86363 -3.76717 -0.78 0.26 -1.50
C 3.64606 10.81146 -4.80447 -0.40 -0.47 0.48
C 0.41119 9.61091 -1.74125 -0.02 0.21 -0.08
C 1.54716 9.56406 -2.42022 -0.72 -0.16 0.46
H 2.15044 8.66173 -2.53378 -0.07 0.49 -0.14
H 4.39603 11.14685 -6.60746 1.56 -0.07 1.01
H -2.27559 -14.39787 7.32787 -0.07 1.32 -1.20
H 4.32357 9.61503 -6.24319 0.78 -0.56 0.56
H -2.29883 -10.04520 4.57624 -1.16 -1.51 -0.56
H 1.47959 11.53139 -2.49763 0.69 0.80 -0.51
H 0.05721 8.73119 -1.25623 -0.37 -0.34 0.25
H -3.97887 -10.51627 4.84636 -0.20 0.50 -0.53
H -3.31478 -12.15632 2.08414 -0.65 2.09 -3.41
H 5.49596 10.52242 -5.22746 0.04 -0.17 -2.01
H -0.16890 10.54923 -1.66349 0.33 -0.70 0.06
H -3.23187 -13.72759 2.70865 0.32 1.62 0.78
H -3.29308 -10.03295 3.07947 -0.50 -1.17 1.69
```
Positions in Å, forces in eV/Å.

Summary:
HOMO-LUMO gap in eV: 7.02
Net charge: +2
Highest occupied orbital energy in eV: -12.8

Here are the Löwdin charges for atoms 1 to 8, given in e:
1 N 0.01
2 N 0.26
3 N 0.20
4 C -0.15
5 C 0.04
6 C -0.03
7 C 0.07
8 C -0.06

***

The following is a DFT calculation (ωB97M-V/def2-TZVPD) of 2 unconnected molecules or ions with the total composition C6H8INO2 in a non-equilibrium geometry.

XYZ file:
```
18
Properties=species:S:1:pos:R:3:forces:R:3
I -2.62394 -4.22834 -2.24639 -0.04 -0.87 -0.90
O 0.00616 -1.00147 0.77625 -1.14 -0.55 -1.66
O -0.00669 2.36446 -0.53865 0.67 -1.51 1.57
N -3.67043 -2.51840 0.10368 0.52 -0.19 0.30
C 1.71350 0.93490 0.47298 1.64 2.86 2.82
C -0.61429 0.20265 0.29908 -2.54 2.78 1.90
C 2.66955 2.19271 0.32768 -1.24 -1.28 -2.02
C 0.34119 1.35631 0.07517 -0.78 -0.50 -1.94
C -2.82313 -2.99353 -0.59940 0.45 1.55 0.81
C -0.70668 -0.97938 -0.47133 0.43 -0.68 0.75
H 3.69557 1.90223 0.07615 -0.14 0.24 0.66
H -0.38982 -1.31007 -1.46045 0.36 0.01 0.49
H 2.50847 2.86415 1.13842 0.49 0.34 0.83
H 2.27595 2.74957 -0.56053 0.46 -0.42 0.60
H 1.76687 0.45159 1.53002 -0.42 1.15 -1.57
H -4.61585 -2.76895 0.29363 -0.82 -0.19 -0.12
H -1.54760 0.65994 0.88518 1.67 -1.50 -1.09
H 2.02119 0.12163 -0.10148 0.40 -1.25 -1.44
```
Positions in Å, forces in eV/Å.

Summary:
HOMO-LUMO gap (alpha / beta) in eV: 7.76 / 7.82
Net charge: 0
Highest occupied orbital energy (alpha / beta) in eV: -7.9 / -8.6

Here are the Löwdin charges for atoms 1 to 8, given in e:
1 I 0.71
2 O -0.03
3 O 0.08
4 N 0.04
5 C -0.15
6 C -0.26
7 C -0.07
8 C -0.36

***

Looking at energy for the records above, in order, we have -12953.86214; -20030.82558 eV.
Looking at energy above the lowest of the compared OMol25 structures with the same formula, charge and spin for the records above, in order, we have 3.756; 4.960 eV.